C45H45N9O3STa | wB97M-V/def2-TZVPD

Last column: Löwdin charge in e.
CARTESIAN COORDINATES (ANGSTROEM)
Ta: 0.3764 0.3959 0.0470  1.796
C: 2.8054 3.3662 6.3771  -0.043
C: 2.1247 2.5986 5.2773  -0.269
C: 0.7751 2.2652 5.3537  -0.029
C: 0.1547 1.6099 4.3146  -0.006
C: 0.8357 1.2189 3.1524  -0.212
N: 0.1281 0.5707 2.1279  -0.104
C: -0.8627 -0.3132 2.6174  -0.277
C: -0.5526 -1.3382 3.5158  -0.011
C: -1.5101 -2.2448 3.9298  -0.018
C: -2.8239 -2.1913 3.4642  -0.268
C: -3.8488 -3.2143 3.8736  -0.036
C: -3.1449 -1.1825 2.5714  0.010
C: -2.1854 -0.2598 2.1752  -0.151
N: -2.5648 0.7480 1.2529  -0.049
C: -3.7071 1.4530 1.2206  -0.023
C: -3.6134 2.3490 0.1757  -0.022
C: -2.3530 2.1259 -0.3698  -0.131
N: -1.7244 1.1498 0.2851  -0.047
C: 2.1911 1.5470 3.0865  -0.101
C: 2.8050 2.2392 4.1301  0.022
N: 2.9882 1.1963 1.9632  -0.031
C: 4.3336 1.2722 1.8816  -0.021
C: 4.6989 1.0191 0.5833  -0.016
C: 3.4997 0.7772 -0.0736  -0.171
N: 2.4682 0.8740 0.7634  -0.065
H: 2.3578 3.1439 7.3452  0.080
H: 3.8674 3.1264 6.4319  0.080
H: 2.7161 4.4422 6.2118  0.087
H: 0.2013 2.5399 6.2308  0.119
H: -0.8996 1.3779 4.3906  0.121
H: 0.4637 -1.4130 3.8768  0.121
H: -1.2300 -3.0255 4.6284  0.121
H: -3.5100 -3.7867 4.7360  0.081
H: -4.7989 -2.7447 4.1307  0.085
H: -4.0439 -3.9207 3.0621  0.074
H: -4.1444 -1.1156 2.1540  0.126
H: -4.4767 1.2814 1.9541  0.138
H: -4.3423 3.0792 -0.1290  0.109
H: -1.8650 2.6184 -1.1915  0.080
H: 3.8467 2.5178 4.0539  0.109
H: 4.9408 1.4839 2.7412  0.127
H: 5.6948 0.9738 0.1803  0.115
H: 3.3399 0.5054 -1.1028  0.112
O: 2.0901 -1.7183 2.0587  -0.286
S: 2.6225 -2.2278 0.8282  0.622
O: 4.0339 -2.1286 0.5824  -0.276
N: 1.7377 -1.5129 -0.3607  -0.254
C: 2.0264 -1.8013 -1.7004  -0.263
C: 3.0784 -2.5250 -2.2162  -0.007
C: 3.1577 -2.8018 -3.5986  -0.051
C: 2.2161 -2.3632 -4.4781  -0.032
C: 1.1456 -1.5704 -4.0024  -0.144
C: 0.1424 -1.0349 -4.8345  0.018
C: -0.8326 -0.2405 -4.2958  -0.025
C: -0.7966 0.0446 -2.9273  -0.132
N: 0.1152 -0.4536 -2.1171  0.002
C: 1.0716 -1.2748 -2.6258  -0.152
C: 2.1764 -3.9420 0.7287  -0.263
C: 3.0570 -4.8721 0.2029  -0.052
C: 2.6715 -6.2044 0.1309  -0.055
C: 1.4223 -6.5930 0.5916  -0.063
C: 0.5595 -5.6566 1.1520  -0.062
C: 0.9376 -4.3271 1.2291  -0.069
H: 3.8649 -2.8778 -1.5708  0.088
H: 3.9979 -3.3839 -3.9556  0.115
H: 2.2816 -2.5893 -5.5348  0.118
H: 0.1607 -1.2553 -5.8948  0.127
H: -1.6149 0.1904 -4.9046  0.115
H: -1.5319 0.7004 -2.4824  0.084
H: 4.0404 -4.5598 -0.1199  0.111
H: 3.3539 -6.9389 -0.2760  0.112
H: 1.1270 -7.6327 0.5367  0.110
H: -0.3993 -5.9691 1.5459  0.109
H: 0.3016 -3.5931 1.7131  0.097
O: -0.7917 -1.7813 0.2018  -0.183
C: -1.7755 -2.7862 -0.0401  -0.143
C: -3.1161 -2.2753 -0.5073  -0.266
C: -4.2393 -3.0592 -0.2532  -0.025
C: -5.4720 -2.6251 -0.7048  -0.052
C: -5.5464 -1.4198 -1.3864  -0.054
C: -4.3745 -0.7128 -1.5909  -0.131
N: -3.1786 -1.1255 -1.1664  0.127
H: 0.0693 -2.1166 -0.1259  0.023
H: -1.9292 -3.3316 0.8954  0.114
H: -1.3838 -3.4998 -0.7702  0.145
H: -4.1414 -3.9902 0.2921  0.117
H: -6.3623 -3.2142 -0.5257  0.114
H: -6.4890 -1.0374 -1.7537  0.108
H: -4.3902 0.2311 -2.1241  0.106
C: 0.4633 4.2953 -0.4591  -0.038
C: 0.9642 3.1907 -1.3970  -0.680
C: 2.4801 3.3582 -1.5683  -0.049
C: 0.3307 3.3237 -2.7869  -0.047
N: 0.6549 1.9103 -0.8169  -0.162
H: 0.7582 5.2743 -0.8417  0.090
H: 0.9029 4.1616 0.5310  0.084
H: -0.6232 4.2882 -0.3534  0.066
H: 2.6756 4.2989 -2.0865  0.092
H: 2.8974 2.5515 -2.1725  0.077
H: 2.9917 3.3894 -0.6064  0.078
H: 0.4851 4.3351 -3.1666  0.091
H: -0.7443 3.1335 -2.7928  0.060
H: 0.7992 2.6251 -3.4845  0.083

For the HOMO energy, the calculation gives -9.631 eV. Its largest force on an atom is 0.76 eV Å⁻¹. The charge is +1.

***

C5H6O2 | wB97M-V/def2-TZVPD

Last column: Löwdin charge in e.
CARTESIAN COORDINATES (ANGSTROEM)
O: 1.8619 0.9506 -1.0272  -0.015
C: 1.2372 -0.2538 -1.0785  -0.159
C: 0.2333 -0.6621 -0.3214  -0.249
C: -0.7120 -0.4309 0.7794  -0.135
C: -0.6932 -1.7470 0.0084  -0.107
C: -0.1780 2.7005 0.6097  0.067
O: -1.1444 3.0488 1.0894  0.075
H: 1.6712 -0.8852 -1.8494  0.122
H: -1.5662 0.2254 0.6249  0.085
H: -0.3450 -0.4420 1.8039  0.104
H: -1.5292 -1.9416 -0.6614  0.100
H: -0.3123 -2.6281 0.5225  0.100
H: 1.3993 1.5107 -0.3843  0.011

For the HOMO energy, the calculation gives -8.610 eV. Its largest force on an atom is 1.44 eV Å⁻¹.

***

C12H24O2 | wB97M-V/def2-TZVPD

Last column: Löwdin charge in e.
CARTESIAN COORDINATES (ANGSTROEM)
C: -3.5877 -2.8728 -3.2347  -0.121
C: -2.4446 -2.1034 -2.5843  -0.280
C: -2.9033 -1.3466 -1.3401  -0.239
C: -1.7634 -0.5706 -0.6849  -0.227
C: -2.2289 0.1755 0.5639  -0.221
C: -1.1458 1.0635 1.1775  -0.218
C: 0.0189 0.2678 1.7636  -0.219
C: 0.9838 1.1299 2.5791  -0.216
C: 1.6665 2.2516 1.7920  -0.211
C: 2.4563 1.7892 0.5687  -0.198
C: 3.5993 0.8429 0.9225  -0.106
C: 4.4784 0.5513 -0.2643  -0.536
O: 4.3847 1.0396 -1.3570  0.111
O: 5.4268 -0.3508 0.0378  0.099
H: -3.2398 -3.4040 -4.1176  0.066
H: -4.3828 -2.1933 -3.5340  0.069
H: -4.0033 -3.5986 -2.5388  0.069
H: -2.0288 -1.3944 -3.3039  0.108
H: -1.6488 -2.7998 -2.3098  0.107
H: -3.7019 -0.6532 -1.6153  0.115
H: -3.3175 -2.0562 -0.6194  0.116
H: -1.3568 0.1463 -1.4025  0.119
H: -0.9658 -1.2682 -0.4232  0.109
H: -3.0836 0.8026 0.2971  0.111
H: -2.5718 -0.5463 1.3094  0.113
H: -1.5953 1.6631 1.9734  0.115
H: -0.7778 1.7488 0.4121  0.107
H: -0.3827 -0.5078 2.4212  0.116
H: 0.5634 -0.2331 0.9631  0.097
H: 1.7452 0.4823 3.0192  0.102
H: 0.4327 1.5858 3.4058  0.110
H: 0.9122 2.9688 1.4650  0.104
H: 2.3427 2.7795 2.4696  0.111
H: 2.8761 2.6640 0.0682  0.119
H: 1.7942 1.3008 -0.1464  0.111
H: 4.2321 1.2776 1.7006  0.136
H: 3.2293 -0.1109 1.3018  0.124
H: 5.9878 -0.5211 -0.7351  0.128

For the HOMO energy, the calculation gives -10.522 eV. Its largest force on an atom is 0.63 eV Å⁻¹. Its SMILES is CCCCCCCCCCCC(=O)O.

***

CH4N2 | wB97M-V/def2-TZVPD

Last column: Löwdin charge in e.
CARTESIAN COORDINATES (ANGSTROEM)
H: -1.8719 1.0950 0.0266  0.054
N: -0.9692 0.6552 -0.2588  0.033
C: -0.0495 0.1551 0.4815  -0.339
N: 0.8837 -0.7837 -0.1647  -0.006
H: 0.2645 0.4751 1.4795  0.098
H: 0.5932 -0.9286 -1.1783  0.090
H: 1.9094 -0.6728 -0.2517  0.070

For the HOMO energy, the calculation gives -9.601 eV. Its largest force on an atom is 2.84 eV Å⁻¹. Its SMILES is [H]/N=C/N.

***

So what do the calculations give for relative energy (zero: lowest compared OMol25 entry of this formula, charge and spin)? Going down the list: 0.0, 51.4, 0.0, 41.7 kcal per mole.